Formula: C4H13NPS
Source: OMol25
Level of theory: wB97M-V/def2-TZVPD

```
20
Properties=species:S:1:pos:R:3:forces:R:3
C -1.62135 -1.93779 0.43010 1.23 -0.94 -2.29
C -0.82522 1.23261 1.55182 -1.33 0.85 -2.31
C 0.05228 1.63536 -1.19736 1.76 -0.80 -1.30
C 2.65689 -0.58490 -0.57223 0.56 0.61 2.49
N -1.16809 -0.83309 -0.45679 -2.92 -0.49 -1.04
P -0.21659 0.35681 0.07416 -3.21 2.73 -3.85
S 1.56200 -0.21319 0.85079 6.12 -1.47 4.06
H -2.68490 -1.95996 0.55725 -0.42 0.50 0.85
H -1.42779 -2.80436 -0.21630 -0.02 -0.29 0.61
H -0.96399 -2.02733 1.27451 -0.26 0.01 0.75
H -0.01765 0.95734 2.15491 0.67 -0.28 2.30
H -1.82584 0.81535 1.73873 0.51 0.14 0.60
H -0.88310 2.35714 1.46023 0.14 -1.33 -0.11
H 0.87205 1.52549 -2.01881 -1.41 -0.72 1.49
H 0.51997 2.36807 -0.55626 -0.59 1.12 -0.09
H -0.85820 1.85814 -1.73648 -0.30 0.78 0.28
H 2.12890 -0.72926 -1.43029 -1.16 -0.12 -2.89
H 3.14542 -1.48014 -0.22651 0.01 -0.70 0.13
H 3.49663 0.13506 -0.52959 -0.70 0.15 -0.32
H -1.94143 -0.67135 -1.15184 1.32 0.24 0.65
```
Forces are in eV/Å.

Charge: +1
2S+1: 3
<S²>: 2.0048

Listed below, in e, are the natural (NBO) charges computed for each atom: atom 1 (C): -0.4198, atom 2 (C): -0.9872, atom 3 (C): -0.9628, atom 4 (C): -0.8095, atom 5 (N): -0.9812, atom 6 (P): 1.3331, atom 7 (S): 0.3671, atom 8 (H): 0.2255, atom 9 (H): 0.2215, atom 10 (H): 0.2086, atom 11 (H): 0.2395, atom 12 (H): 0.2745, atom 13 (H): 0.2860, atom 14 (H): 0.2762, atom 15 (H): 0.2517, atom 16 (H): 0.2707, atom 17 (H): 0.2194, atom 18 (H): 0.2750, atom 19 (H): 0.2861, atom 20 (H): 0.4258

***

Formula: C4H15N2O
Source: OMol25
Level of theory: wB97M-V/def2-TZVPD

```
22
Properties=species:S:1:pos:R:3:forces:R:3
C 0.75229 -0.56156 -2.42793 0.30 0.01 1.01
C 0.26892 -0.42179 -0.90112 0.86 2.90 -0.63
C -1.06701 0.45739 -0.81648 1.50 -0.50 -1.57
C -1.36414 1.20818 0.46664 1.60 0.20 2.23
N -0.39899 0.85446 1.70916 -1.57 0.71 -3.12
N 1.36125 0.66240 -0.26790 -0.62 -2.10 -0.57
H -0.03438 -0.96685 -3.09382 0.25 0.56 0.50
H 1.65233 -1.18873 -2.62241 -0.64 0.11 0.72
H 1.09719 0.45557 -2.71628 -0.74 -0.58 -0.28
H 0.31322 -1.35642 -0.27797 -0.09 1.15 -0.54
H -1.80719 -0.28182 -1.11413 -0.55 0.41 0.01
H -0.99596 1.30528 -1.60331 -0.10 -1.87 0.74
H -1.16143 2.26725 0.28051 -0.36 -0.14 0.17
H -2.38524 1.07776 0.81457 -0.07 0.06 -0.24
H -0.68721 1.54173 2.40394 0.06 -0.84 0.34
H 1.04989 0.94634 0.71306 -0.37 -0.40 -0.23
H -0.68324 -0.10568 1.86762 0.22 0.07 1.30
H 1.42667 1.46362 -0.89591 0.00 -0.16 0.08
H 2.24111 0.15517 -0.26191 0.34 0.37 0.15
H 0.56026 -2.72201 2.28490 -0.39 0.52 0.45
H -0.17342 -2.67775 3.61444 0.01 0.55 -0.41
O 0.03504 -2.11253 2.84434 0.37 -1.05 -0.13
```
Forces are in eV/Å.

Charge: +1
2S+1: 1
ΔE to the lowest compared entry with this formula, charge and spin: 1.640 eV

Listed below, in e, are the natural (NBO) charges computed for each atom: atom 1 (C): -0.6433, atom 2 (C): 0.0114, atom 3 (C): -0.4545, atom 4 (C): -0.2475, atom 5 (N): -0.8728, atom 6 (N): -0.7556, atom 7 (H): 0.2579, atom 8 (H): 0.2412, atom 9 (H): 0.2089, atom 10 (H): 0.2370, atom 11 (H): 0.2451, atom 12 (H): 0.2287, atom 13 (H): 0.1997, atom 14 (H): 0.2249, atom 15 (H): 0.3963, atom 16 (H): 0.4779, atom 17 (H): 0.3969, atom 18 (H): 0.4191, atom 19 (H): 0.4244, atom 20 (H): 0.4717, atom 21 (H): 0.4916, atom 22 (O): -0.9589

***

Number 1: E_tot -25960.8241 eV, strongest force on any atom 7.49 eV/A. Number 2: E_tot -9412.0225 eV, strongest force on any atom 3.56 eV/A.